Entry 1:
Here is a molecular structure, C14H29Cl2CrN10P at a distorted geometry from OMol25. Energies are from wB97M-V/def2-TZVPD.

Energy relative to the best compared isomer or geometry (same formula, charge and spin), kcal per mole: 0.0
Net charge: +3
Expectation value of S²: 0.76
Multiplicity: 2
Gap between HOMO and LUMO (spin up / spin down), eV: 5.23 / 5.88
LUMO energy (spin up / spin down), eV: -11.08 / -10.46

Positions of all 57 atoms, in Å:
Cr  -0.058  0.117  -0.027
C  -0.563  0.395  4.681
N  0.788  0.230  4.132
C  1.871  -0.028  5.090
C  0.963  0.167  2.819
N  -0.027  0.161  1.944
N  2.272  0.095  2.373
C  2.751  0.124  1.086
N  4.082  0.141  0.980
N  1.952  0.133  0.047
H  -0.482  0.821  5.676
H  -1.089  -0.558  4.764
H  -1.145  1.093  4.079
H  1.527  0.236  6.083
H  2.756  0.583  4.903
H  2.147  -1.084  5.101
H  -0.930  0.176  2.402
H  2.971  0.090  3.098
H  4.704  0.178  1.773
H  4.531  0.143  0.077
H  2.466  0.133  -0.827
Cl  -0.392  0.120  -2.385
C  -2.159  0.102  -2.177
Cl  -2.425  0.071  -0.415
H  -2.579  -0.793  -2.626
H  -2.588  1.002  -2.608
N  0.953  2.997  0.006
C  0.645  4.302  -0.026
C  -0.721  4.394  -0.192
C  -1.163  3.077  -0.261
N  -0.139  2.219  -0.145
H  1.870  2.591  0.044
H  1.391  5.073  0.071
H  -1.312  5.292  -0.255
H  -2.179  2.745  -0.385
C  -0.801  -5.165  -1.103
N  -1.375  -4.691  0.157
C  -0.532  -5.117  1.270
N  0.838  -4.619  1.120
C  1.390  -5.094  -0.151
N  0.564  -4.668  -1.277
C  0.628  -3.261  -1.527
P  -0.052  -2.294  -0.045
C  -1.653  -3.287  0.162
C  0.940  -3.201  1.281
H  -1.423  -4.844  -1.940
H  -0.778  -6.253  -1.088
H  -0.503  -6.205  1.290
H  -0.955  -4.765  2.212
H  1.419  -6.182  -0.131
H  2.409  -4.723  -0.276
H  0.047  -3.014  -2.418
H  1.666  -2.962  -1.695
H  -2.342  -3.044  -0.651
H  -2.121  -3.005  1.109
H  0.553  -2.911  2.262
H  1.988  -2.895  1.208

=====

Entry 2:
Here is 2 unconnected molecules or ions with the total composition C14H29N4O4PS at a distorted geometry from OMol25. Energies are from wB97M-V/def2-TZVPD.

Net charge: 0
Gap between HOMO and LUMO, eV: 9.25
LUMO energy, eV: 0.52

Positions of all 53 atoms, in Å:
C  -1.817  -1.991  4.271
C  -1.158  -3.110  3.288
C  -1.362  -2.637  1.738
O  -0.741  -1.330  1.631
C  -1.198  -0.617  0.443
C  -1.413  -1.611  -0.820
N  -1.403  -2.486  -1.651
C  -2.596  0.123  0.687
C  -2.670  0.962  2.088
O  -3.882  0.523  2.808
C  -2.825  2.549  1.883
N  -3.039  3.318  3.153
C  0.041  0.384  0.047
C  0.591  0.955  1.426
N  1.054  1.451  2.423
O  0.933  -0.405  -0.738
C  2.337  -0.190  -0.503
C  2.883  1.282  -0.951
P  -0.513  1.861  -1.041
N  -0.718  1.415  -2.589
H  -2.868  -1.678  3.936
H  -1.852  -2.395  5.345
H  -1.177  -1.024  4.292
H  -0.019  -3.139  3.505
H  -1.602  -4.151  3.449
H  -0.811  -3.447  1.115
H  -2.487  -2.656  1.523
H  -2.984  0.732  -0.215
H  -3.384  -0.720  0.823
H  -1.792  0.731  2.780
H  -4.623  0.775  2.205
H  -1.815  2.930  1.455
H  -3.639  2.785  1.110
H  -3.976  3.067  3.496
H  -2.293  3.022  3.801
H  2.894  -0.913  -1.222
H  2.717  -0.497  0.546
H  2.492  1.421  -2.029
H  4.035  1.282  -0.953
H  2.443  2.112  -0.297
H  0.498  2.872  -0.878
H  -1.753  2.449  -0.636
H  -0.548  0.404  -2.698
C  5.197  -0.135  -5.377
S  3.753  0.541  -4.529
O  4.136  0.768  -3.100
C  2.774  -0.975  -4.592
H  5.966  0.637  -5.421
H  5.579  -0.999  -4.829
H  4.920  -0.427  -6.392
H  3.310  -1.785  -4.094
H  2.578  -1.239  -5.633
H  1.827  -0.797  -4.080

=====

Entry 3:
Here is a molecular structure, C14H29N5O11P2ReS2 at a distorted geometry from OMol25. Energies are from wB97M-V/def2-TZVPD.

Energy relative to the best compared isomer or geometry (same formula, charge and spin), kcal per mole: 5.8
Net charge: +2
Expectation value of S²: 0.76
Multiplicity: 2
Gap between HOMO and LUMO (spin up / spin down), eV: 7.05 / 7.33
LUMO energy (spin up / spin down), eV: -8.34 / -8.00

Positions of all 64 atoms, in Å:
Re  -0.409  0.108  -0.105
C  2.292  -0.348  1.330
C  1.533  0.713  2.097
N  0.074  0.508  1.915
C  -0.638  -0.385  2.867
C  -0.463  -1.857  2.543
S  -0.656  -2.132  0.738
C  0.939  -2.880  0.253
C  1.802  -1.908  -0.547
N  1.676  -0.509  -0.032
H  2.247  -1.317  1.823
H  3.346  -0.088  1.227
H  1.758  1.706  1.707
H  1.793  0.703  3.157
H  -0.366  1.466  1.993
H  -1.691  -0.106  2.805
H  -0.302  -0.181  3.887
H  -1.222  -2.453  3.046
H  0.512  -2.249  2.830
H  0.723  -3.762  -0.348
H  1.416  -3.230  1.166
H  1.489  -1.890  -1.588
H  2.849  -2.225  -0.519
H  2.184  0.102  -0.674
O  -3.477  1.344  -1.974
P  -3.181  1.795  -0.494
O  -4.297  2.056  0.380
O  -2.197  0.584  -0.032
O  -2.123  2.987  -0.715
P  -0.769  3.136  0.125
O  -0.126  4.467  -0.356
O  -0.986  2.967  1.577
O  0.145  2.015  -0.503
H  -4.406  1.474  -2.210
H  -0.354  5.258  0.149
C  3.104  0.851  -9.156
C  1.854  0.144  -8.638
S  1.904  0.028  -6.884
O  1.814  1.361  -6.321
O  2.984  -0.837  -6.486
C  0.398  -0.839  -6.392
C  -0.622  0.054  -5.693
N  -0.812  -0.374  -4.283
C  -0.159  0.156  -3.244
N  -0.515  -0.491  -2.097
C  -1.406  -1.494  -2.467
C  -1.586  -1.407  -3.794
N  -2.420  -2.275  -4.607
O  -3.106  -3.054  -3.996
O  -2.347  -2.151  -5.809
C  0.881  1.203  -3.366
H  3.042  0.918  -10.240
H  4.000  0.293  -8.894
H  3.180  1.856  -8.749
H  1.780  -0.877  -9.015
H  0.943  0.689  -8.892
H  0.786  -1.597  -5.711
H  -0.030  -1.363  -7.244
H  -1.592  0.044  -6.179
H  -0.260  1.079  -5.640
H  -1.887  -2.167  -1.780
H  0.558  2.014  -4.015
H  1.773  0.778  -3.832
H  1.126  1.608  -2.394

=====

Entry 4:
Here is a molecular structure, C14H30BINO9 at a distorted geometry from OMol25. Energies are from wB97M-V/def2-TZVPD.

Net charge: +1
Gap between HOMO and LUMO, eV: 7.21
LUMO energy, eV: -5.06

Positions of all 56 atoms, in Å:
C  1.930  -1.648  2.069
O  1.213  -0.556  1.493
C  0.035  -0.947  0.865
N  -0.202  -0.011  -0.279
I  1.312  -0.538  -1.691
C  -1.517  -0.213  -1.000
C  -2.256  -1.506  -0.704
C  -3.130  -1.393  0.512
O  -3.362  -0.382  1.017
O  -3.639  -2.546  0.929
C  0.086  1.413  0.084
B  -0.804  2.043  1.262
O  -1.012  3.378  1.211
O  -1.370  1.384  2.308
H  1.352  -2.566  2.142
H  2.845  -1.827  1.513
H  2.238  -1.385  3.075
H  -0.776  -0.928  1.590
H  0.203  -1.928  0.437
H  -2.207  0.612  -0.845
H  -1.314  -0.221  -2.058
H  -1.647  -2.403  -0.704
H  -2.951  -1.647  -1.531
H  -3.739  -2.535  1.892
H  1.133  1.583  0.306
H  -0.106  1.994  -0.816
H  -0.625  3.777  0.419
H  -0.952  1.605  3.152
O  -0.375  -4.322  -2.483
C  -0.731  -3.922  -3.559
O  -1.761  -3.052  -3.633
C  -2.158  -2.393  -4.847
C  -3.068  -3.266  -5.685
C  -0.097  -4.432  -4.830
H  -1.283  -2.050  -5.402
H  -2.702  -1.503  -4.530
H  -2.571  -4.181  -6.004
H  -3.400  -2.727  -6.572
H  -3.945  -3.561  -5.109
H  -0.534  -5.399  -5.078
H  0.969  -4.558  -4.654
H  -0.199  -3.764  -5.681
O  4.842  5.025  1.922
C  4.158  4.528  2.768
O  3.089  3.783  2.389
C  2.295  3.012  3.287
C  1.236  3.867  3.957
C  4.410  4.772  4.237
H  2.920  2.482  4.008
H  1.811  2.250  2.671
H  1.672  4.656  4.567
H  0.597  3.255  4.598
H  0.611  4.352  3.207
H  3.988  5.738  4.511
H  5.484  4.794  4.400
H  4.006  4.005  4.896

=====

| no. | E (eV) |
| --- | --- |
| 1 | -92619.1881 |
| 2 | -49255.2874 |
| 3 | -87330.6049 |
| 4 | -43694.0420 |